--- w ---
Entry from OMol25: a 2-piece molecular cluster, C4H16N6 overall (ωB97M-V/def2-TZVPD).

CARTESIAN COORDINATES (ANGSTROEM)
C  -0.643  -0.528  2.361
C  -2.526  -0.705  0.849
N  -1.282  -1.066  1.155
N  -3.147  0.313  1.440
N  -3.240  -1.464  0.000
H  -0.776  -1.703  0.568
H  -2.715  0.905  2.126
H  -3.931  0.689  0.925
H  -2.791  -2.257  -0.425
H  -4.047  -1.054  -0.444
H  -0.950  -1.049  3.257
H  -0.751  0.557  2.386
H  0.423  -0.692  2.249
C  1.420  -0.642  -2.349
C  2.182  1.058  -0.769
N  1.787  -0.215  -0.984
N  1.493  2.105  -1.218
N  3.234  1.302  0.006
H  2.454  -0.852  -0.565
H  0.704  2.005  -1.838
H  2.016  2.954  -1.387
H  3.814  0.539  0.333
H  3.347  2.239  0.366
H  2.274  -1.076  -2.871
H  0.899  0.143  -2.884
H  0.751  -1.504  -2.287

## Properties
Highest occupied orbital energy = -0.6454 hartree
Gap between HOMO and LUMO = 0.422 Eh
Charge = +2

--- x ---
Entry from OMol25: a 2-piece molecular cluster, C4H16N6 overall (ωB97M-V/def2-TZVPD).

CARTESIAN COORDINATES (ANGSTROEM)
C  2.282  0.009  1.108
C  0.413  -1.705  0.761
N  1.361  -0.812  0.267
N  0.086  -1.533  2.210
N  -0.139  -2.681  -0.112
H  1.771  -0.897  -0.558
H  0.114  -0.447  2.338
H  -0.498  -2.205  2.629
H  0.527  -2.975  -0.796
H  -0.691  -3.521  0.201
H  3.441  0.009  0.893
H  2.443  -0.434  2.175
H  2.022  1.074  0.940
C  -2.371  0.140  -0.432
C  -0.423  1.625  -1.012
N  -1.500  1.454  -0.193
N  -0.173  0.868  -2.069
N  0.383  2.688  -0.604
H  -1.970  2.317  0.178
H  -0.916  0.204  -2.555
H  0.715  1.009  -2.605
H  0.065  3.154  0.244
H  1.166  2.868  -1.033
H  -1.929  -0.482  -1.066
H  -3.465  0.373  -0.560
H  -2.333  -0.345  0.525

## Properties
Highest occupied orbital energy = -0.6553 hartree
Gap between HOMO and LUMO = 0.408 Eh
Charge = +2

Going by the energies, w is most stable and the next is 0.1303 hartree up.

--- w ---
Entry from OMol25: the molecule C10H10N2O (ωB97M-V/def2-TZVPD).

CARTESIAN COORDINATES (ANGSTROEM)
C  -2.020  -1.210  0.132
C  -1.160  -0.195  -0.052
C  -1.819  1.159  -0.352
C  -1.332  2.279  0.129
C  -0.116  2.312  0.911
C  0.612  1.175  0.933
C  0.320  -0.092  0.304
C  1.284  -1.282  0.460
N  0.881  -2.570  0.117
C  1.422  -0.414  -0.714
O  1.011  -0.825  -1.966
C  2.467  0.565  -0.718
N  3.434  1.218  -0.749
H  -1.631  -2.259  0.450
H  -3.003  -1.032  -0.118
H  -2.715  1.123  -0.888
H  -1.960  3.233  0.136
H  0.227  3.304  1.182
H  1.575  1.279  1.422
H  1.792  -1.420  1.319
H  0.448  -2.725  -0.782
H  0.222  -2.852  0.800
H  0.059  -0.769  -1.954

## Properties
Highest occupied orbital energy = -0.3061 hartree
Gap between HOMO and LUMO = 0.309 Eh
Charge = 0
SMILES string = C=C1C=CC=C[C@@]12[C@@H](N)[C@]2(O)C#N

--- x ---
Entry from OMol25: the molecule C10H10N2O (ωB97M-V/def2-TZVPD).

CARTESIAN COORDINATES (ANGSTROEM)
C  -3.228  -1.792  -0.033
O  -1.943  -1.532  -0.332
C  -1.382  -0.243  -0.055
C  -2.263  0.876  0.226
C  -1.628  2.156  0.379
C  -0.252  2.383  0.107
C  0.612  1.255  -0.065
C  1.929  1.465  -0.333
C  2.758  0.375  -0.240
C  2.109  -0.840  0.074
N  3.030  -1.807  0.379
N  0.882  -1.198  -0.093
C  0.026  -0.120  -0.067
H  -3.629  -1.085  0.850
H  -3.723  -1.721  -0.993
H  -3.259  -2.845  0.179
H  -3.277  0.896  0.098
H  -2.319  2.950  0.412
H  0.109  3.363  -0.180
H  2.192  2.508  -0.703
H  3.843  0.419  -0.538
H  3.506  -1.572  1.243
H  2.636  -2.721  0.318

## Properties
Highest occupied orbital energy = -0.2883 hartree
Gap between HOMO and LUMO = 0.300 Eh
Charge = 0
SMILES string = COc1cccc2ccc(N)nc12

Going by the energies, x is most stable and the next is 0.0842 hartree up.

--- w ---
Entry from OMol25: an isolated ion of composition C6H11N4 and charge +1 (ωB97M-V/def2-TZVPD).

CARTESIAN COORDINATES (ANGSTROEM)
C  -2.055  -1.015  0.787
C  -1.224  0.150  0.265
C  -1.623  0.533  -1.166
N  0.175  -0.206  0.266
N  0.558  -1.388  0.113
C  1.833  -1.719  -0.079
C  2.806  -0.764  -0.298
N  2.567  0.543  -0.143
C  1.432  1.010  0.187
N  1.085  2.230  0.479
H  -1.916  -1.895  0.166
H  -1.778  -1.260  1.809
H  -3.105  -0.738  0.771
H  -1.344  1.014  0.928
H  -1.017  1.351  -1.551
H  -2.666  0.838  -1.181
H  -1.507  -0.326  -1.822
H  2.026  -2.778  -0.149
H  3.807  -1.008  -0.626
H  1.808  2.940  0.542
H  0.138  2.488  0.706

## Properties
Highest occupied orbital energy = -0.5117 hartree
Gap between HOMO and LUMO = 0.327 Eh
Charge = +1
SMILES string = CC(C)n1nccnc1=[NH2+]

--- x ---
Entry from OMol25: an isolated ion of composition C6H11N4 and charge +1 (ωB97M-V/def2-TZVPD).

CARTESIAN COORDINATES (ANGSTROEM)
N  1.265  -2.206  1.353
C  0.565  -2.140  0.088
C  -0.721  -1.276  0.017
C  -0.487  0.140  -0.374
C  -0.501  0.539  -1.717
C  -0.276  1.859  -2.021
C  -0.037  2.746  -0.961
N  -0.008  2.370  0.286
N  -0.232  1.077  0.534
N  -0.294  0.739  1.892
H  1.936  -1.467  1.498
H  0.638  -2.279  2.141
H  1.270  -1.825  -0.681
H  0.263  -3.149  -0.186
H  -1.370  -1.702  -0.747
H  -1.268  -1.302  0.958
H  -0.695  -0.198  -2.481
H  -0.284  2.232  -3.034
H  0.139  3.796  -1.143
H  -0.535  1.594  2.384
H  0.632  0.452  2.194

## Properties
Highest occupied orbital energy = -0.4766 hartree
Gap between HOMO and LUMO = 0.294 Eh
Charge = +1
SMILES string = NCCc1cccn[n+]1N

Going by the energies, x is most stable and the next is 0.0057 hartree up.

--- w ---
Entry from OMol25: a 2-piece molecular cluster, C3H3ClS overall (ωB97M-V/def2-TZVPD).

CARTESIAN COORDINATES (ANGSTROEM)
C  -0.833  0.329  -0.746
C  0.324  -0.228  -0.343
C  1.191  -1.091  -0.074
S  3.447  1.154  0.329
Cl  2.598  -2.001  0.191
H  -1.832  0.197  -0.309
H  -0.769  1.150  -1.516
H  2.605  2.350  0.728

## Properties
Highest occupied orbital energy (alpha / beta) = -0.3029 / -0.3589 hartree
Gap between HOMO and LUMO (alpha / beta) = 0.223 / 0.328 Eh
Charge = 0

--- x ---
Entry from OMol25: a 2-piece molecular cluster, C3H3ClS overall (ωB97M-V/def2-TZVPD).

CARTESIAN COORDINATES (ANGSTROEM)
C  -0.046  0.204  -1.141
C  0.451  0.811  -0.211
C  -1.361  -1.170  1.395
S  -1.869  -0.129  2.433
Cl  -1.242  1.910  3.085
H  -0.205  -0.233  -2.090
H  0.712  1.076  0.851
H  -0.529  -1.177  0.683

## Properties
Highest occupied orbital energy = -0.3620 hartree
Gap between HOMO and LUMO = 0.334 Eh
Charge = 0

Going by the energies, x is most stable and the next is 0.0238 hartree up.

--- w ---
Entry from OMol25: the molecule C4H6FNOS (ωB97M-V/def2-TZVPD).

CARTESIAN COORDINATES (ANGSTROEM)
O  3.139  0.315  -0.331
N  2.044  -0.779  -0.419
C  0.931  -0.146  -0.140
C  -0.131  -0.919  0.448
C  -1.418  -0.224  0.093
F  -2.034  -0.418  -1.247
C  -1.245  1.306  0.159
S  0.525  1.489  -0.318
H  3.597  -0.440  -1.109
H  -0.193  -1.884  -0.035
H  -0.023  -1.245  1.522
H  -2.243  -0.605  0.851
H  -1.480  1.977  -0.705
H  -1.468  1.573  1.232

## Properties
Highest occupied orbital energy = -0.3226 hartree
Gap between HOMO and LUMO = 0.342 Eh
Charge = 0
SMILES string = O/N=C1/C[C@H](F)CS1

--- x ---
Entry from OMol25: the molecule C4H6FNOS (ωB97M-V/def2-TZVPD).

CARTESIAN COORDINATES (ANGSTROEM)
O  1.004  0.859  2.492
C  0.669  0.242  1.546
C  -0.345  -0.934  1.148
C  0.078  -0.669  -0.285
C  -0.963  0.014  -1.208
F  -1.416  1.166  -0.645
N  1.089  0.269  0.184
S  1.999  1.358  -0.759
H  0.018  -1.891  1.589
H  -1.421  -0.854  1.407
H  0.503  -1.470  -0.939
H  -0.471  0.277  -2.144
H  -1.818  -0.674  -1.422
H  1.077  2.306  -0.965

## Properties
Highest occupied orbital energy = -0.3587 hartree
Gap between HOMO and LUMO = 0.383 Eh
Charge = 0
SMILES string = O=C1C[C@@H](CF)N1S

Going by the energies, x is most stable and the next is 0.1269 hartree up.

--- w ---
Entry from OMol25: a 2-piece molecular cluster, C4H13N2O2 overall (ωB97M-V/def2-TZVPD).

CARTESIAN COORDINATES (ANGSTROEM)
C  -0.923  1.157  -0.940
N  -1.723  0.348  -0.027
C  -1.552  -1.122  -0.294
O  -0.261  -1.473  -0.548
C  0.222  1.972  -0.391
N  1.493  1.280  -0.166
C  1.530  0.505  1.094
H  -0.709  0.502  -1.780
H  -1.616  1.896  -1.392
H  -1.539  0.625  0.930
H  -1.980  -1.611  0.601
H  -2.155  -1.299  -1.206
H  0.472  2.727  -1.119
H  -0.120  2.470  0.524
H  1.627  0.623  -0.922
H  2.510  0.021  1.098
H  1.435  1.253  1.873
H  0.784  -0.295  1.124
H  0.529  -2.442  0.560
H  0.963  -3.869  0.117
O  1.014  -3.267  0.865

## Properties
Highest occupied orbital energy = -0.1268 hartree
Gap between HOMO and LUMO = 0.280 Eh
Charge = -1

--- x ---
Entry from OMol25: a 2-piece molecular cluster, C4H13N2O2 overall (ωB97M-V/def2-TZVPD).

CARTESIAN COORDINATES (ANGSTROEM)
C  -1.633  0.792  0.300
N  -2.963  0.497  -0.432
C  -0.698  -0.441  0.106
C  -0.039  -0.461  -1.218
N  0.349  -0.319  1.150
C  1.728  -0.976  1.050
O  2.568  -0.777  0.019
H  -1.877  0.741  1.517
H  -1.228  1.704  -0.105
H  -2.911  0.030  -1.282
H  -3.509  -0.117  0.165
H  -1.380  -1.361  0.350
H  0.121  -1.698  -1.201
H  0.967  0.170  -1.339
H  -0.742  -0.168  -1.985
H  0.316  0.730  1.356
H  2.193  -0.603  2.072
H  1.588  -2.071  1.291
H  1.930  2.148  -0.680
H  2.548  0.551  -0.385
O  2.672  1.629  -0.748

## Properties
Highest occupied orbital energy = -0.1361 hartree
Gap between HOMO and LUMO = 0.276 Eh
Charge = -1

Going by the energies, w is most stable and the next is 0.0630 hartree up.